[1]
A molecular structure, C36H42Cl3N3NaOSSi at a distorted geometry, computed with ωB97M-V with the def2-TZVPD basis set.

```
88
Properties=species:S:1:pos:R:3
Cl 6.7392 -2.3419 -1.7066
Cl 5.7240 0.8483 -1.8339
Cl 5.1750 -0.7046 -4.2502
S 0.4273 -3.3523 -3.7139
Si -1.0317 1.3234 1.3415
Na 0.5465 -1.5249 -1.0057
O -1.1673 -1.4919 -2.1172
N 1.2213 1.8468 -0.2121
N 2.8113 -1.3783 -1.5348
N -0.9708 -1.0978 -3.3487
C -3.1520 2.8292 0.0203
C 0.6373 1.6609 -1.5398
C -3.2936 2.9453 4.5636
C -1.3494 0.5979 -4.9783
C -0.4677 -0.3483 1.3642
C -3.1894 0.4720 -0.3440
C 1.6062 -3.8327 0.9419
C -4.3271 0.6111 -1.1299
C -0.9897 3.0079 5.2040
C 1.8381 3.7432 -2.1992
C 5.0176 -0.5502 -2.5483
C -0.6425 2.4892 3.9665
C -2.3248 3.2394 5.5105
C -4.8734 1.8671 -1.3511
C 2.7411 3.6886 -0.9541
C 1.4363 2.3419 -2.6492
C -1.8741 -5.0541 2.0008
C -0.9883 -4.6360 -0.2973
C 2.5895 -2.9736 1.4059
C 1.3670 -2.6749 3.4220
C -0.6167 -5.0214 1.1367
C 2.4806 -2.3712 2.6526
C -4.2765 2.9828 -0.7786
C -1.5948 2.1894 2.9858
C 2.5817 2.3303 -0.2559
C 0.4666 -4.1120 1.6955
C 0.3418 2.5158 0.7348
C -2.5846 1.5751 0.2583
C -0.0313 -1.3190 -5.5034
C 3.8046 -1.0016 -1.9987
C 0.3789 -3.5261 2.9541
C -0.5748 -0.1238 -5.8901
C 3.5065 -1.3826 3.1296
C -1.5198 0.0759 -3.7234
C -0.2200 -1.8680 -4.2138
C -2.9276 2.4347 3.3237
H -4.6906 3.9699 -0.9537
H -0.2199 3.2248 5.9363
H 0.9235 4.3002 -1.9690
H 2.4874 4.5017 -0.2685
H -4.3407 3.1142 4.7904
H -1.2644 -3.5831 -0.3738
H 0.4032 2.2863 3.7644
H -1.6796 -5.4248 3.0080
H -2.6046 3.6394 6.4781
H 0.5593 -0.4682 1.7094
H 3.7895 3.8224 -1.2355
H 4.1313 -1.0434 2.3054
H -5.7537 1.9788 -1.9740
H -0.1997 -6.0385 1.1187
H -0.4963 -3.6825 3.5694
H 3.4418 -2.7592 0.7752
H -0.3774 2.0779 -1.5334
H 4.1600 -1.8192 3.8889
H 0.8159 2.3936 -3.5481
H -2.7227 -0.4972 -0.2254
H 2.3354 4.2784 -3.0122
H 3.1819 1.5895 -0.7795
H -2.7068 3.7084 0.4762
H -1.1231 -1.1113 1.7789
H -0.0792 3.4573 0.3330
H 2.3194 1.7545 -2.9162
H -0.1816 -4.8074 -1.0052
H 3.0195 -0.5104 3.5680
H -4.7735 -0.2630 -1.5895
H 1.2320 -2.1862 4.3803
H -0.3949 0.2582 -6.8869
H 0.5819 -1.9008 -6.1773
H -2.6180 -5.7079 1.5435
H -3.7050 2.2162 2.6008
H -1.8002 1.5492 -5.2209
H 0.9396 2.8060 1.6025
H -2.3077 -4.0563 2.0841
H -1.8466 -5.2186 -0.6357
H 2.9691 2.3662 0.7658
H 0.4786 0.5989 -1.7470
H -2.0811 0.5566 -2.9350
H 1.7475 -4.2995 -0.0249
```

As for the energy relative to the best compared isomer or geometry (same formula, charge and spin): 40.6 kJ/mol. Its total energy is -3867.08134 Ha. As for the spin multiplicity: 2. Its net charge is -2. Its LUMO energy (spin up / spin down) is 3.7 / 3.7 eV.

Atomic partial charges in e from the Mulliken method, atoms 1 to 4: Cl -0.63; Cl -0.14; Cl -0.17; S -0.43



[2]
2 unconnected molecules or ions with the total composition C36H42N3 at a distorted geometry, computed with ωB97M-V with the def2-TZVPD basis set.

```
81
Properties=species:S:1:pos:R:3
N -1.8298 6.5789 0.3876
N -6.3566 0.6199 2.6102
N 1.5419 -4.2993 5.2749
C -0.0093 -1.3339 3.6378
C -6.7242 -1.9806 -0.0948
C -8.1217 -3.3425 2.7357
C -7.7005 -0.4210 4.2856
C -6.7542 0.4348 -1.5151
C -6.2353 1.4974 3.7352
C -10.7122 -3.7610 1.7605
C -10.0503 -4.7835 2.4511
C 0.8910 -2.1100 4.3486
C -2.0544 5.2137 0.6182
C -1.5205 3.1256 1.7555
C -10.0683 -2.5377 1.5444
C -6.0993 -0.6827 -2.0459
C -3.5318 3.2728 0.3932
C -3.0118 1.1301 1.6184
C -6.9810 0.7995 4.9014
C -1.3492 -3.3177 3.1842
C -8.1028 -0.9653 1.7785
C 0.6742 -3.4992 4.5262
C 1.4591 -4.3995 6.7220
C -7.4424 0.3240 -0.3033
C 2.7670 -4.8697 4.7379
C -0.8422 7.0534 -0.5697
C -2.1664 -1.1015 2.3725
C -3.2147 4.5875 0.0892
C -6.0715 -1.8849 -1.3317
C -8.7601 -4.5758 2.9358
C -2.0405 0.2670 2.1408
C -1.1896 4.4337 1.4253
C -2.7057 2.4918 1.2589
C -8.7777 -2.3188 2.0405
C -7.0853 -0.5821 2.8788
C -0.4594 -4.0835 3.9046
C -7.4155 -0.8811 0.4179
C -2.1843 7.5948 1.3714
C -1.1876 -1.9035 3.0532
H -6.7376 1.3976 -2.0323
H -8.2269 -5.3591 3.4790
H -3.0421 -1.6225 1.9777
H -6.3724 1.0494 1.6952
H 1.7811 -1.6577 4.7981
H 0.1263 7.2527 -0.0761
H -4.4321 2.8257 -0.0377
H 0.1692 -0.2573 3.5481
H 2.2297 -3.7664 7.1981
H -8.7834 -0.2368 4.2061
H -6.2423 0.4760 5.6478
H -6.6787 -2.9043 0.4861
H -11.7239 -3.9154 1.3873
H -7.5753 -1.3372 4.8694
H -1.2183 7.9928 -1.0035
H 0.4693 -4.0907 7.0828
H -7.7022 1.4863 5.3633
H -6.3040 -1.3667 2.9260
H -1.3220 7.8547 2.0102
H -10.5430 -5.7426 2.6154
H -2.2168 -3.7980 2.7212
H -6.6956 2.4809 3.5149
H -5.5392 -2.7507 -1.7308
H -2.4932 8.5039 0.8340
H -0.6070 -5.1587 4.0285
H -7.1140 -3.1799 3.1301
H -4.0246 0.7558 1.4302
H 3.6452 -4.2793 5.0564
H -7.9875 1.1828 0.1076
H -0.8677 2.5793 2.4416
H -5.1645 1.6640 3.9520
H -3.8558 5.1907 -0.5550
H 1.6370 -5.4501 7.0071
H -8.8999 -0.1981 1.7924
H -10.5767 -1.7344 1.0029
H -0.6966 6.3165 -1.3694
H -3.0121 7.2618 2.0099
H -5.5965 -0.6017 -3.0109
H 2.8763 -5.8927 5.1348
H 2.7484 -4.9139 3.6412
H -0.2741 4.8852 1.8169
H -1.0633 0.6977 2.3467
```

As for the energy relative to the best compared isomer or geometry (same formula, charge and spin): 196.9 kJ/mol. Its total energy is -1560.94359 Ha. Its net charge is +1. Its LUMO energy is -5.3 eV.

Atomic partial charges in e from the Mulliken method, atoms 1 to 4: N 0.21; N 0.12; N 0.26; C -0.75



[3]
A molecular structure, C36H43BCaGeN10, computed with ωB97M-V with the def2-TZVPD basis set.

```
92
Properties=species:S:1:pos:R:3
Ge -0.7239 1.2963 -2.5621
Ca 0.1991 -0.0202 0.0394
N -1.3517 -1.9701 1.8666
N 0.8755 -0.1084 2.4724
N 0.6360 2.7541 1.9748
N -1.7313 -1.8946 -0.9341
N 0.8031 2.3193 0.7136
N -1.8786 1.0543 1.2096
N 0.2971 0.6969 3.3774
N -1.6934 1.8557 2.2774
N 2.0938 -1.2276 -0.0904
N 0.6771 -1.6034 -2.3721
C -3.3589 5.3676 -2.0643
C -3.9936 5.4103 -4.4445
C 0.2474 -2.9036 -1.8853
C 2.0144 4.1835 1.0136
C -1.2662 -2.9477 -1.8211
C -2.2356 -2.9158 1.2165
C 4.2376 -2.2971 0.0586
C 1.3460 3.8717 2.1780
C 4.1012 0.0785 -0.3528
C -2.8067 -2.2735 -0.0410
C -3.7132 -1.5910 -5.0556
C -2.8159 2.5368 2.5470
C -2.6864 4.7725 -1.0409
C 1.1235 -1.0022 4.5129
C 5.4750 0.1439 -0.3951
C -3.1632 3.7248 -5.9338
C -1.9672 0.1455 -3.6686
C 0.6085 1.7856 -3.9880
C -4.1695 -0.8534 -3.9718
C 5.6110 -2.2243 0.0234
C 6.2443 -1.0034 -0.2063
C 1.3815 -1.1290 3.1422
C -3.7793 2.1779 1.6302
C -2.4973 3.1214 -4.9057
C 3.4039 -1.1484 -0.1278
C -3.3062 4.8049 -3.3636
C 1.6317 3.1711 0.1307
C -1.5407 -0.6020 -4.7669
C -2.5476 3.6281 -3.5818
C -1.8515 2.9930 -2.5014
C 0.4300 0.1856 4.6102
C -3.3071 -0.0004 -3.3012
C -2.3929 -1.4542 -5.4554
C -3.1283 1.2505 0.8157
C -3.9293 4.8865 -5.7025
C -1.9461 3.5898 -1.2685
B -0.3176 2.0442 2.9566
H 1.1887 2.6447 -3.6478
H -3.3525 -1.3746 0.2550
H 1.8938 3.0324 -0.9053
H -2.0010 -1.0998 -1.5030
H -4.7825 2.5475 1.5445
H 1.4167 -1.6594 5.3116
H -4.5729 6.3064 -4.2498
H 3.7313 -3.2404 0.2303
H -4.4574 5.3605 -6.5206
H -3.6935 0.5916 -2.4767
H -2.0269 -2.0122 -6.3087
H 0.1417 2.0500 -4.9383
H 0.6112 -3.7597 -2.4803
H 0.6489 -2.9993 -0.8726
H -1.9200 2.2272 -5.0908
H 2.6666 5.0164 0.8290
H 7.3254 -0.9470 -0.2391
H 6.2067 -3.1185 0.1697
H -3.0685 -3.2742 1.8446
H 1.6161 -1.3839 -2.0607
H -2.7236 5.1916 -0.0413
H 1.3081 0.9681 -4.1601
H 0.6118 -1.5238 -3.3792
H -1.8468 -1.1405 2.1741
H 5.9643 1.0954 -0.5713
H -3.9380 6.2705 -1.9072
H -1.6427 -3.7936 0.9380
H 3.5001 0.9724 -0.4867
H -2.8411 3.2352 3.3632
H -1.5858 -3.9240 -1.4387
H 0.0424 0.7117 5.4643
H -3.5360 -2.9492 -0.5169
H -0.5173 -0.5013 -5.1092
H -0.4689 2.7339 3.9322
H -0.8586 -2.3612 2.6583
H 1.8950 -1.9010 2.5974
H -3.1040 3.3075 -6.9319
H -4.3811 -2.2567 -5.5866
H -1.7057 -2.8341 -2.8222
H 1.3184 4.3661 3.1317
H -5.2035 -0.9363 -3.6567
H -3.5013 0.7494 -0.0591
H -1.4487 3.1333 -0.4233
```

As for the energy relative to the best compared isomer or geometry (same formula, charge and spin): 39.4 kJ/mol. Its total energy is -4724.75467 Ha. As for the spin multiplicity: 2. Its net charge is -1. Its LUMO energy (spin up / spin down) is 2.6 / 2.4 eV.

Atomic partial charges in e from the Mulliken method, atoms 1 to 4: Ge 1.81; Ca 1.95; N -0.10; N 0.23



[4]
A molecular structure, C36H43BN2O6W, computed with ωB97M-V with the def2-TZVPD basis set.

```
89
Properties=species:S:1:pos:R:3
W 0.3428 0.0256 0.1641
O 0.8739 0.4091 -1.7526
O -2.5105 0.3941 -1.3545
O -0.0316 -0.7298 1.9518
O 0.7441 -0.1734 -3.9112
O 2.1905 -0.6294 0.5179
O -2.0898 -1.8224 -1.1171
N -0.3259 1.8321 0.6042
N 0.7197 -1.9890 -0.9123
C -3.0489 -0.1140 -3.6294
C 1.4437 -4.1410 -2.4646
C 1.5793 -4.2010 -1.0859
C 2.3020 -1.7244 1.4012
C -3.5654 -2.8050 -2.7377
C 2.4793 4.7096 -0.7076
C 4.3322 3.0253 -0.4094
C 1.1412 5.0672 -0.6428
C 0.6878 6.4410 -1.0619
C 0.2981 -0.1115 4.2620
C 4.6606 -2.3836 2.2308
C 1.1680 -3.0899 -0.3350
C 2.7795 -5.1403 0.8146
C 2.6007 -3.8603 1.5627
C 2.0745 -1.2243 2.8081
C 3.5498 -2.6351 1.2799
C 3.1247 -1.2527 3.7429
C -1.6350 2.2718 1.2456
C -3.4951 -0.2732 -2.1831
C -2.4089 1.0773 1.8098
C 0.1994 4.1435 -0.2056
C 0.8276 -0.7006 2.9980
C -1.3384 3.1822 2.4434
C 1.4118 -2.9900 1.1311
C -4.3825 -2.0191 -0.5128
C -3.4236 -1.7429 -1.6637
C 1.0618 -2.9437 -3.0602
C 1.9407 2.5454 0.1492
C 4.4050 -1.7668 3.4117
C 0.7410 -0.4528 -2.7400
C 0.5817 2.8593 0.1905
C 2.2610 -5.3078 -0.4010
C 0.7636 -1.8771 -2.2460
C -4.8349 0.4111 -1.9771
C 2.8895 3.4428 -0.3240
C -2.5698 2.9641 0.2247
B -1.6394 -0.5432 -0.8488
H -2.6112 4.0433 0.3621
H -4.7693 1.4373 -2.3395
H 0.3068 0.9807 4.2137
H -2.2768 3.6203 2.7876
H 3.8776 -2.6615 0.2385
H -0.8285 4.4510 -0.1996
H -3.7585 -0.5826 -4.3126
H -4.1697 -3.0086 -0.1078
H 1.0750 -2.7929 -4.1305
H -2.7689 0.4113 1.0266
H -3.5875 2.5914 0.3488
H 0.0296 6.3845 -1.9309
H -2.2667 2.7390 -0.7948
H 4.9689 3.8623 -0.6931
H 3.3398 -5.9409 1.2829
H -4.2459 -1.2905 0.2888
H 0.4891 -3.0683 1.7045
H 0.8892 -0.4162 5.1227
H 3.2119 5.4282 -1.0583
H 2.3056 1.5777 0.4857
H -2.8026 -2.6983 -3.5059
H 2.3958 -6.2344 -0.9460
H 1.7311 -4.9902 -3.0724
H 4.6829 2.6315 0.5457
H -3.2815 1.4862 2.3236
H -1.8281 0.5032 2.5198
H -0.6497 3.9917 2.2145
H -5.6138 -0.1042 -2.5429
H 2.9787 -0.8247 4.7256
H 4.4537 2.2351 -1.1527
H -0.9180 2.5976 3.2629
H -0.7335 -0.4297 4.4170
H -5.1216 0.4357 -0.9273
H -4.5502 -2.7467 -3.2071
H 5.2032 -1.6444 4.1342
H -2.9899 0.9492 -3.8624
H 5.6592 -2.7247 1.9894
H 0.1315 6.9306 -0.2606
H 2.5730 -4.0336 2.6383
H 1.5355 7.0735 -1.3218
H -3.4586 -3.7919 -2.2864
H -2.0611 -0.5428 -3.7993
H -5.4222 -1.9919 -0.8409
```

As for the energy relative to the best compared isomer or geometry (same formula, charge and spin): 0.0 kJ/mol. Its total energy is -2050.61117 Ha. As for the spin multiplicity: 3. Its net charge is 0. Its LUMO energy (spin up / spin down) is -0.5 / -0.3 eV.

Atomic partial charges in e from the Mulliken method, atoms 1 to 4: W 1.18; O -0.61; O 0.24; O -0.21



Which of these has the highest net charge?
C36H42N3



The lowest energy relative to the best compared isomer or geometry (same formula, charge and spin) belongs to which entry?
C36H43BN2O6W